77
Properties=species:S:1:pos:R:3 method="wB97M-V/def2-TZVPD" lumo_ev="-0.616 / -0.363" spin_multiplicity=2 orbital_gap_ev="6.89 / 7.18" charge=0
Fe -0.2202 -1.7882 -0.9546
C 3.5556 -1.3062 -3.0810
C 3.4911 -0.6225 -1.7499
N 4.3040 0.3768 -1.5066
C 4.1976 1.0503 -0.3388
C 3.2858 0.7340 0.6314
C 3.2195 1.5409 1.8986
O 3.6910 0.8194 3.0404
C 2.4082 -0.3486 0.3915
C 1.5153 -0.8242 1.4237
N 0.4533 -1.5171 1.1998
C -0.2703 -2.0512 2.2943
C -0.3833 -1.4098 3.5252
C -1.1069 -1.9751 4.5623
C -1.7530 -3.1888 4.3845
C -1.6647 -3.8392 3.1628
C -0.9204 -3.2724 2.1430
I -0.6730 -4.3061 0.3593
C 2.4795 -1.0370 -0.8262
O 1.6980 -2.0301 -1.1263
H 4.3453 -0.8575 -3.6783
H 2.5970 -1.1971 -3.5935
H 3.7414 -2.3749 -2.9590
H 4.8771 1.8872 -0.2153
H 2.1917 1.8181 2.1322
H 3.7863 2.4664 1.7627
H 4.6082 0.5751 2.8795
H 1.8393 -0.6401 2.4500
H 0.0956 -0.4522 3.6693
H -1.1551 -1.4661 5.5162
H -2.3230 -3.6329 5.1894
H -2.1645 -4.7854 3.0074
C -1.1104 -4.7439 -4.1273
C -2.5002 -4.7434 -4.1043
C -3.1654 -3.8139 -3.3309
C -2.4343 -2.8998 -2.5745
N -1.0897 -2.9125 -2.6026
C -0.4507 -3.8016 -3.3669
C -3.0177 -1.9577 -1.6218
C -4.3646 -1.5945 -1.6216
C -4.8510 -0.7413 -0.6496
C -3.9940 -0.2671 0.3407
C -2.6533 -0.6166 0.3220
C -2.1384 -1.4426 -0.6756
H -0.5525 -5.4569 -4.7168
H -3.0573 -5.4791 -4.6701
H -4.2449 -3.8068 -3.2926
H 0.6318 -3.7442 -3.3504
H -5.0326 -1.9624 -2.3918
H -5.8885 -0.4347 -0.6636
H -4.3662 0.4016 1.1072
H -1.9932 -0.2110 1.0808
S -2.3996 2.8597 -1.5222
P -0.7966 2.2321 -0.6266
S -0.1890 0.2473 -1.7257
C 0.6538 3.1462 -1.2381
C 1.4961 3.8518 -0.3862
C 2.5470 4.5978 -0.9088
C 2.7686 4.6232 -2.2749
C 1.9463 3.8914 -3.1256
C 0.8944 3.1541 -2.6131
C -0.8904 2.7001 1.1273
C -1.3911 3.9559 1.4640
C -1.4612 4.3312 2.7941
C -1.0470 3.4611 3.7952
C -0.5646 2.2054 3.4652
C -0.4912 1.8243 2.1299
H 1.3291 3.8414 0.6835
H 3.1865 5.1636 -0.2426
H 3.5809 5.2137 -2.6795
H 2.1257 3.9023 -4.1931
H 0.2440 2.5919 -3.2701
H -1.7159 4.6282 0.6812
H -1.8389 5.3117 3.0539
H -1.0931 3.7681 4.8321
H -0.2430 1.5321 4.2493
H -0.1238 0.8483 1.8466

78
Properties=species:S:1:pos:R:3 method="wB97M-V/def2-TZVPD" lumo_ev=-0.709 orbital_gap_ev=5.90 charge=0
Lu -0.2103 -0.1306 -0.2849
C 1.5220 4.3101 0.9668
O 2.0100 3.3102 1.8843
C 1.4193 2.1634 1.5147
N 0.5563 2.2016 0.5808
C 0.3413 3.6155 0.2499
C 0.2427 3.9333 -1.2183
C -0.5426 4.9996 -1.6395
C -0.6669 5.2891 -2.9891
C -0.0090 4.5100 -3.9292
C 0.7942 3.4599 -3.5114
C 0.9292 3.1822 -2.1607
C 1.7227 0.9404 2.2632
C 2.5094 0.9294 3.4067
C 2.6665 -0.2632 4.0895
C 2.0482 -1.4027 3.6027
C 1.2879 -1.2933 2.4486
N 1.1237 -0.1484 1.7897
C 0.6432 -2.4493 1.8137
N -0.2103 -2.3336 0.8830
C -0.4635 -3.6653 0.3377
C 0.3075 -4.5939 1.3108
O 1.0335 -3.6843 2.1664
C -1.9210 -4.0221 0.1766
C -2.9404 -3.1167 0.4326
C -4.2593 -3.4760 0.1921
C -4.5689 -4.7405 -0.2847
C -3.5517 -5.6565 -0.5164
C -2.2333 -5.2955 -0.2943
H 2.3250 4.5676 0.2723
H 1.2357 5.1938 1.5310
H -0.6068 3.8953 0.7207
H -1.0725 5.5982 -0.9070
H -1.2936 6.1125 -3.3060
H -0.1313 4.7131 -4.9851
H 1.3145 2.8533 -4.2419
H 1.5473 2.3614 -1.8281
H 2.9754 1.8467 3.7365
H 3.2661 -0.3079 4.9884
H 2.1323 -2.3610 4.0944
H -0.0097 -3.6615 -0.6602
H 1.0249 -5.2450 0.8156
H -0.3653 -5.1906 1.9269
H -2.7087 -2.1290 0.8127
H -5.0460 -2.7544 0.3749
H -5.5976 -5.0106 -0.4859
H -3.7806 -6.6494 -0.8825
H -1.4351 -6.0030 -0.4956
O -1.3790 1.0720 -1.5360
C -2.1663 0.0810 -1.4540
O -1.7106 -1.0931 -1.5277
C -3.5674 0.3085 -0.9947
C -4.6753 0.2914 -1.8246
C -5.9394 0.5072 -1.2966
C -6.0786 0.7346 0.0664
C -4.9742 0.7222 0.9028
C -3.6913 0.5046 0.3924
S -2.2947 0.4500 1.4609
H -4.5390 0.1100 -2.8841
H -6.8028 0.4949 -1.9489
H -7.0638 0.9091 0.4822
H -5.0861 0.8760 1.9684
C 2.9326 0.0519 -2.0415
C 3.8974 0.0541 -0.8866
C 4.2671 -1.1392 -0.2728
C 5.1992 -1.1381 0.7536
C 5.7696 0.0540 1.1794
C 5.3793 1.2489 0.5959
C 4.4406 1.2475 -0.4251
H 3.1470 -0.7949 -2.6972
H 3.0412 0.9764 -2.6113
H 3.8168 -2.0636 -0.6083
H 5.4942 -2.0743 1.2118
H 6.5151 0.0511 1.9650
H 5.8054 2.1869 0.9310
H 4.1523 2.1864 -0.8869
O 1.2210 -1.2250 -1.0413
O 1.5353 0.0070 -1.7348

83
Properties=species:S:1:pos:R:3 method="wB97M-V/def2-TZVPD" lumo_ev="1.199 / 0.787" spin_multiplicity=4 orbital_gap_ev="5.61 / 6.16" charge=-1
Tc -8.9925 6.6366 16.4789
C -7.1213 10.6856 16.3392
C -7.5293 9.2390 16.1966
N -8.5214 8.6484 16.8053
N -9.5015 9.4643 17.4321
C -9.9943 9.1624 18.5637
N -11.0836 9.7460 19.0234
S -9.4716 8.0140 19.7892
C -6.5525 8.2648 15.6203
C -5.2996 8.6692 15.2646
C -4.4142 7.6616 14.8212
C -4.7622 6.3299 14.9117
C -5.9753 5.9857 15.4655
N -6.8834 6.9318 15.6828
H -6.3878 10.7843 17.1256
H -7.9562 11.3449 16.5449
H -6.6147 11.0029 15.4077
H -11.6748 10.1962 18.2890
H -11.0322 10.1626 19.9535
H -5.0775 9.7190 15.1762
H -3.4719 7.9803 14.4799
H -4.0751 5.5686 14.6048
H -6.1933 4.9439 15.6282
N -7.7765 7.9342 19.6045
C -10.1124 12.6035 21.3802
N -10.4577 11.6186 20.8582
N -13.1033 7.0064 17.6419
N -11.9930 6.7932 17.3958
N -10.8272 6.5683 17.1332
C -7.1688 6.8106 19.1869
N -6.0487 6.4230 19.6800
N -5.9180 5.1369 19.1412
N -6.8645 4.9243 18.3273
N -7.6670 5.9954 18.2235
H -7.2474 8.6365 20.0612
Te -8.9467 3.9365 15.9461
C -9.9688 3.5757 14.1223
C -10.9890 4.3809 13.6878
C -12.0069 3.9088 12.8287
C -11.9050 2.6078 12.3648
C -10.7985 1.7849 12.7095
C -9.7842 2.2912 13.5357
C -10.4439 2.7302 16.8482
C -11.8375 2.9554 16.6608
C -12.7270 2.1859 17.3510
C -12.3040 1.2005 18.2952
C -10.9579 0.9596 18.3858
C -10.0254 1.7080 17.6917
H -11.0017 5.3149 14.2937
H -12.8697 4.5130 12.5793
H -12.6125 2.0962 11.7962
H -10.6935 0.7853 12.2743
H -9.0047 1.6030 13.8397
H -12.1521 3.8087 16.0315
H -13.8093 2.4586 17.2844
H -13.0154 0.5514 18.8036
H -10.5921 0.2037 19.0541
H -8.9382 1.4246 17.7047
C -9.4846 7.0957 14.6910
C -9.6552 7.3412 13.3970
C -9.7883 7.5103 12.0065
C -10.6805 8.3963 11.3595
C -10.6504 8.5335 9.9820
C -11.3325 9.4884 9.3400
C -12.1546 10.4173 10.0720
C -12.3344 10.2064 11.4227
C -11.5913 9.2096 12.0683
C -9.0177 6.5598 11.2337
C -9.5652 5.5701 10.3698
C -8.7532 4.6074 9.8883
C -7.3593 4.6003 10.1293
C -6.7778 5.6284 10.7882
C -7.6194 6.5713 11.3159
H -9.9236 7.9563 9.4467
H -11.3157 9.5013 8.2227
H -12.6973 11.2543 9.6737
H -13.0522 10.8567 12.0188
H -11.7537 9.0407 13.1463
H -10.6416 5.6894 10.3619
H -9.2497 3.8353 9.3557
H -6.8482 3.7410 9.7801
H -5.7680 5.7077 10.9014
H -7.1494 7.4476 11.7854

Number 1: E_tot -120868.654 eV. Number 2: E_tot -100069.774 eV. Number 3: E_tot -78547.313 eV.